[1]
Entry from the OMol25 dataset: a 10-piece molecular cluster, C34H68Cl4O17 overall at a distorted geometry (ωB97M-V/def2-TZVPD).

```
123
Properties=species:S:1:pos:R:3:mulliken_charge:R:1
C -2.9834 -0.8034 -1.0809 0.56
C -4.1237 -1.4192 -0.3190 -1.00
O -4.6445 -0.5245 0.6662 -0.32
C -5.5008 0.4061 0.3006 0.87
O -5.8208 0.5899 -0.8138 -0.55
O -5.8872 1.0612 1.3742 -0.35
C -6.6393 2.2362 1.1079 -0.68
H -2.1354 -0.4775 -0.4825 -0.23
H -3.3374 0.0721 -1.6268 0.21
H -2.6999 -1.5340 -1.8445 0.02
H -3.8172 -2.2867 0.2672 0.21
H -4.9158 -1.7763 -0.9779 0.48
H -7.6171 1.9608 0.7131 0.36
H -6.1453 2.9748 0.4792 0.28
H -6.8263 2.7385 2.0583 0.23
C 0.1766 5.7525 -0.0090 -1.04
C -1.3144 5.8620 -0.1335 -0.38
O -1.8860 4.5556 -0.1452 -0.07
C -2.9046 4.2067 -0.9353 0.35
C -3.1312 2.7480 -0.9188 1.62
O -3.5377 4.9415 -1.6023 -0.63
H 0.5946 5.2135 -0.8584 0.22
H 0.4289 5.2416 0.9217 0.20
H 0.6217 6.7463 0.0136 0.43
H -1.7581 6.4385 0.6784 0.26
H -1.5223 6.4234 -1.0502 0.43
H -4.1942 2.5780 -0.7114 -0.21
H -2.5487 2.1417 -0.2295 -0.30
H -3.0460 2.2652 -1.8919 -1.06
C 3.9575 -4.4941 -0.9994 -1.31
C 3.0056 -4.7069 0.1429 1.02
O 3.6389 -4.3443 1.3852 -0.30
C 2.9273 -4.6544 2.4437 0.85
C 3.5643 -4.2449 3.7439 -1.04
O 1.8264 -5.0997 2.3706 -0.55
H 4.3328 -3.4724 -0.9662 0.17
H 3.4634 -4.6254 -1.9583 0.28
H 4.7924 -5.1926 -0.9362 0.42
H 2.1287 -4.0600 0.0656 -0.78
H 2.6875 -5.7514 0.1753 0.45
H 3.4986 -3.1605 3.8018 0.15
H 4.6183 -4.5221 3.7610 0.32
H 3.0469 -4.7356 4.5551 0.37
C -2.6095 0.9450 2.9196 -0.51
C -2.6150 2.4235 2.6589 0.54
O -2.3648 3.0912 3.9104 -0.33
C -1.7527 4.2698 3.9889 0.69
C -1.7439 4.7557 5.4023 -1.15
O -1.3763 4.9351 3.0696 -0.52
H -2.6433 0.4474 1.9418 -0.17
H -3.4833 0.5290 3.4186 0.39
H -1.7086 0.5870 3.4167 0.05
H -1.8909 2.7578 1.9189 0.09
H -3.6328 2.6295 2.3122 0.00
H -2.4541 5.5584 5.6051 0.32
H -0.7668 5.2029 5.6023 0.33
H -1.9604 3.9685 6.1193 0.32
C -2.1310 -5.0355 0.7293 -1.65
C -0.9771 -4.5221 -0.1089 1.52
O -0.5837 -5.5612 -1.0193 -0.43
C -0.1513 -5.2056 -2.2271 0.90
C 0.2307 -6.3852 -3.0628 -1.15
O -0.1282 -4.0856 -2.6125 -0.49
H -1.8693 -5.9681 1.2255 0.37
H -2.9744 -5.2038 0.0596 0.42
H -2.3652 -4.3175 1.5148 0.37
H -1.2330 -3.5605 -0.5530 -0.25
H -0.1130 -4.3165 0.5338 -0.47
H -0.4211 -7.2195 -2.8051 0.34
H 1.2753 -6.6449 -2.9130 0.23
H 0.0568 -6.1457 -4.1065 0.32
C 1.1009 -1.4738 1.2303 -0.46
C 1.0225 -1.4029 -0.2927 0.81
O 1.5302 -0.2213 -0.9092 0.21
C 0.9845 0.9439 -0.5694 0.89
C 1.6622 2.0817 -1.3035 -0.75
O 0.1733 1.0604 0.2944 -0.65
H 2.0889 -1.2453 1.6354 -0.18
H 0.8168 -2.4973 1.4888 0.45
H 0.3790 -0.8116 1.7030 0.10
H 1.5202 -2.2553 -0.7453 -0.06
H -0.0383 -1.4523 -0.5624 -0.79
H 2.3935 2.5812 -0.6772 0.35
H 0.8820 2.8102 -1.5466 -0.05
H 2.0783 1.7453 -2.2516 0.08
C 5.3324 -1.4243 2.5013 -0.78
C 5.6671 -0.6386 1.2449 -0.09
O 5.5104 0.7688 1.5287 -0.21
C 5.8088 1.6261 0.5884 0.71
C 5.7937 3.0477 1.0688 -1.05
O 6.1842 1.3095 -0.4842 -0.56
H 6.0096 -1.0992 3.2908 0.36
H 5.4220 -2.4897 2.3210 0.32
H 4.2952 -1.2177 2.7705 -0.05
H 6.6824 -0.8752 0.9077 0.40
H 4.9983 -0.9463 0.4287 0.03
H 6.7877 3.3489 1.3910 0.32
H 5.0864 3.1716 1.8838 0.24
H 5.5589 3.6350 0.1834 0.34
C -2.9508 2.5270 -5.8949 -1.24
C -3.3488 1.4419 -4.9113 0.37
O -2.3829 0.3661 -4.8802 -0.39
C -1.3766 0.4194 -4.0258 0.63
C -0.6424 -0.8929 -3.9191 -0.54
O -1.0742 1.3872 -3.3715 -0.47
H -3.6349 3.3685 -5.8763 0.39
H -2.9987 2.0589 -6.8841 0.33
H -1.9332 2.8463 -5.6918 0.30
H -3.4605 1.8613 -3.8998 -0.30
H -4.3066 0.9652 -5.1185 0.42
H -1.3271 -1.6841 -3.6545 0.29
H 0.1642 -0.7031 -3.2201 -0.28
H -0.1761 -0.9961 -4.9044 0.52
Cl 3.5322 -2.2094 -3.3016 -0.13
C 4.0290 -0.5829 -3.7478 0.15
Cl 2.7204 0.3121 -4.5317 -0.16
H 4.2197 -0.0444 -2.8372 -0.33
H 4.9350 -0.5721 -4.3376 0.45
Cl 0.3972 0.8969 5.2304 -0.18
C 1.1658 1.8644 3.9830 0.72
Cl 2.9256 1.6588 4.1267 -0.16
H 0.9005 1.5258 2.9870 -0.64
H 0.9057 2.9086 4.0882 0.23
```

**LUMO**: 0.568 eV
**Orbital gap**: 10.577 eV
**Structure (SMILES)**: CCOC(=O)OC.CCOC(C)=O.CCOC(C)=O.CCOC(C)=O.CCOC(C)=O.CCOC(C)=O.CCOC(C)=O.CCOC(C)=O.ClCCl.ClCCl

[2]
Entry from the OMol25 dataset: C34H69BBr2FI2NO9 as an isolated structure at a distorted geometry (ωB97M-V/def2-TZVPD).

```
119
Properties=species:S:1:pos:R:3:mulliken_charge:R:1
C 1.2824 -1.0283 1.1182 -0.10
C 0.4459 -0.3437 0.0169 -0.40
C -1.0756 -0.3883 0.2524 -1.54
C -1.8490 -1.4823 -0.5115 2.83
C -1.7693 -1.1166 -1.9874 -0.45
Br -0.4894 -2.0557 -3.0673 -0.04
C -2.5004 -0.1536 -2.5653 0.30
C -3.5433 0.6824 -1.8878 -1.35
Br -2.2971 0.2952 -4.4084 -0.17
C -3.2633 -1.6813 0.0768 -1.01
O -3.9416 -0.8632 0.6479 -0.60
N -3.6698 -3.0343 -0.1309 -0.29
C -2.5343 -3.8891 -0.4775 2.24
B -2.6883 -4.3374 -2.0360 1.21
O -2.2404 -5.5832 -2.4543 -0.51
O -3.3357 -3.5044 -2.8898 -0.47
C -3.2784 -3.8088 -4.2902 -0.95
C -2.4336 -5.2036 0.2894 -1.41
I -0.5397 -5.9010 0.9442 0.07
C -3.5236 -5.9468 0.4984 0.09
C -4.8939 -5.5644 0.0207 -1.03
I -3.5288 -7.7942 1.5303 0.03
C -1.3543 -2.8987 -0.1630 -1.31
O -1.3271 -2.8849 1.2585 -0.60
F -0.1328 -3.2525 -0.5942 -0.51
H 0.6907 -1.4540 1.9187 0.21
H 1.9039 -1.7951 0.6714 0.48
H 1.9716 -0.3298 1.5680 -1.04
H 0.7338 0.7018 0.0061 0.52
H 0.7403 -0.7560 -0.9382 0.19
H -1.4642 0.5806 -0.0208 0.46
H -1.2489 -0.4723 1.3170 0.59
H -3.9779 1.3532 -2.6158 0.54
H -3.1553 1.2940 -1.0870 0.26
H -4.3511 0.0476 -1.5554 0.28
H -4.3639 -2.9627 -0.8678 0.54
H -3.0104 -6.1449 -2.5782 0.27
H -2.2647 -3.9894 -4.6105 0.40
H -3.6461 -2.9514 -4.8385 0.15
H -3.9235 -4.6500 -4.5119 0.45
H -4.9009 -5.1460 -0.9816 0.16
H -5.5067 -6.4577 -0.0156 0.55
H -5.3873 -4.8932 0.7086 0.24
H -0.4493 -3.1508 1.5440 0.58
C -3.4606 -2.2493 -7.7792 -1.07
C -2.9907 -3.6538 -8.1181 -0.34
O -4.0393 -4.5892 -8.2821 -0.42
C -4.9681 -4.3076 -9.3124 -0.33
C -4.3507 -4.2345 -10.6985 -1.04
H -4.0904 -2.2601 -6.8880 0.32
H -2.6035 -1.6009 -7.5943 0.36
H -4.0431 -1.8064 -8.5882 0.38
H -2.3841 -4.0393 -7.2975 0.27
H -2.3445 -3.6409 -9.0030 0.33
H -5.5226 -3.3895 -9.0872 0.30
H -5.6905 -5.1231 -9.2817 0.34
H -3.6461 -3.4066 -10.7888 0.27
H -5.1287 -4.0896 -11.4483 0.39
H -3.8121 -5.1552 -10.9259 0.29
C 0.0064 1.0296 4.4101 -0.19
C -0.0648 -0.3155 5.1114 -0.46
O 1.1886 -0.9671 5.1956 -0.44
C 2.1926 -0.2866 5.9258 0.44
C 1.8574 -0.0629 7.3906 -1.36
H 0.4433 0.9205 3.4154 -0.06
H -0.9903 1.4602 4.3102 0.50
H 0.6204 1.7429 4.9636 -0.22
H -0.7115 -0.9849 4.5429 0.30
H -0.5162 -0.2165 6.1052 0.35
H 2.4438 0.6608 5.4322 -0.28
H 3.0809 -0.9155 5.8597 0.40
H 0.9947 0.5936 7.5166 0.26
H 2.7025 0.3988 7.9027 0.44
H 1.6266 -1.0106 7.8784 0.33
C 1.4076 4.5276 6.9368 -1.20
C 2.4287 4.4954 5.8119 -0.15
O 1.9252 4.9388 4.5671 -0.33
C 1.4515 6.2715 4.5245 -0.40
C 2.5055 7.3132 4.8590 -1.06
H 0.5226 3.9511 6.6625 0.27
H 1.8338 4.1067 7.8481 0.40
H 1.0811 5.5434 7.1635 0.36
H 2.7474 3.4640 5.6500 0.11
H 3.3271 5.0600 6.0867 0.38
H 0.5745 6.3868 5.1715 0.32
H 1.1058 6.4228 3.5020 0.33
H 2.8557 7.2244 5.8884 0.27
H 2.0948 8.3154 4.7349 0.40
H 3.3707 7.2053 4.2035 0.29
C 2.7203 5.4498 -1.6497 -1.18
C 2.8414 3.9616 -1.3686 -0.11
O 1.5980 3.3037 -1.2076 -0.30
C 0.7307 3.3563 -2.3254 -0.23
C 1.3026 2.7232 -3.5815 -1.10
H 2.1400 5.9400 -0.8667 0.29
H 3.7099 5.9056 -1.6913 0.41
H 2.2251 5.6467 -2.6017 0.29
H 3.3724 3.8167 -0.4292 0.15
H 3.4381 3.4693 -2.1451 0.31
H 0.4226 4.3902 -2.5183 0.34
H -0.1681 2.8140 -2.0264 0.15
H 2.1870 3.2512 -3.9413 0.38
H 0.5600 2.7356 -4.3797 0.37
H 1.5912 1.6886 -3.3886 0.24
C 7.2807 1.4807 3.0082 -1.03
C 6.5265 1.1780 1.7241 -0.19
O 5.4463 0.2814 1.8879 -0.48
C 4.4211 0.6990 2.7700 -0.34
C 3.7359 1.9899 2.3562 -0.83
H 7.6325 0.5577 3.4709 0.28
H 8.1400 2.1182 2.7982 0.41
H 6.6546 1.9986 3.7362 0.22
H 7.2000 0.6949 1.0160 0.37
H 6.1868 2.1065 1.2497 0.19
H 4.8107 0.7722 3.7927 0.43
H 3.6819 -0.1011 2.7796 0.16
H 4.4208 2.8399 2.3690 0.46
H 2.9142 2.2193 3.0371 0.16
H 3.3363 1.9000 1.3447 0.23
```

**LUMO**: 0.215 eV
**Orbital gap**: 8.861 eV